C7H12N2 as an isolated structure in a non-equilibrium geometry. Source: the OMol25 dataset; level of theory: ωB97M-V/def2-TZVPD.

## Properties
highest occupied orbital energy (alpha / beta) = -0.302 / -0.302 Eh
net charge = 0
LUMO energy (alpha / beta) = -0.596 / -0.597 eV

```
21
Properties=species:S:1:pos:R:3:lowdin_charge:R:1
C -0.83529 -2.34625 0.81111 -0.057
C -0.97792 -0.04561 2.77359 -0.059
C 2.03358 0.87409 -2.02423 -0.102
C -0.33779 -1.06709 0.20938 -0.290
C -0.34109 0.37500 1.48677 -0.322
C 0.63504 1.07863 -1.52888 -0.350
C -0.34494 1.64613 -2.24138 0.000
N 0.12326 -0.88213 -0.88129 0.198
N 0.14073 1.40780 1.12224 0.161
H 0.52451 1.21097 -0.36462 0.035
H -1.83145 -2.21375 1.22930 0.074
H -0.16738 -2.66866 1.60876 0.081
H -0.87539 -3.12213 0.04815 0.081
H -0.91461 0.77301 3.48716 0.082
H -0.47501 -0.91823 3.19078 0.076
H -2.02678 -0.29685 2.61424 0.082
H 2.15199 1.25523 -3.04068 0.071
H 2.75759 1.37331 -1.37426 0.075
H 2.28231 -0.18912 -2.03318 0.062
H -0.18364 1.97518 -3.26201 0.053
H -1.33773 1.78046 -1.83094 0.051
```



A 12-piece molecular cluster, C32H72O28S4 overall in a non-equilibrium geometry. Source: the OMol25 dataset; level of theory: ωB97M-V/def2-TZVPD.

## Properties
highest occupied orbital energy = -0.294 Eh
net charge = 0
LUMO energy = 0.223 eV

```
136
Properties=species:S:1:pos:R:3:lowdin_charge:R:1
C 1.68385 -0.29599 -5.18403 -0.256
S 0.02201 -0.04363 -5.93190 0.795
O -0.13997 1.42751 -6.13103 -0.564
C 0.44846 -0.59328 -7.62372 -0.256
H 1.87281 -1.36104 -5.03275 0.044
H 1.65958 0.17994 -4.20730 0.033
H 2.48996 0.05666 -5.82498 0.054
H -0.42769 -0.45649 -8.25383 0.047
H 0.79992 -1.62306 -7.70371 0.043
H 1.24199 0.06259 -7.98186 0.051
C -4.34849 0.24727 -5.11090 -0.260
S -3.82329 1.99250 -5.28414 0.825
O -4.83131 2.77350 -6.06552 -0.559
C -4.03096 2.37582 -3.49652 -0.247
H -4.38336 -0.22387 -6.09221 0.045
H -5.33233 0.14125 -4.64730 0.042
H -3.66841 -0.31272 -4.46644 0.029
H -3.68772 3.40093 -3.34611 0.048
H -3.25206 1.82576 -2.96189 0.028
H -5.04808 2.21963 -3.14887 0.038
C -4.81591 -0.98214 -1.13814 -0.253
S -6.45969 -0.25782 -0.93572 0.838
O -6.65419 0.50491 -2.23290 -0.555
C -7.39631 -1.77825 -1.01191 -0.265
H -4.14275 -0.17111 -1.41116 0.033
H -4.82401 -1.68922 -1.96936 0.059
H -4.41986 -1.46295 -0.24437 0.054
H -8.44345 -1.47978 -1.08839 0.051
H -7.32357 -2.38968 -0.11234 0.060
H -7.13998 -2.37410 -1.88781 0.057
C 5.65660 -1.96597 3.91248 -0.250
S 4.00534 -1.26568 4.20115 0.854
O 3.19669 -1.64644 2.98486 -0.565
C 3.37969 -2.43752 5.42818 -0.247
H 5.96000 -1.77000 2.88431 0.052
H 5.57064 -3.05337 3.98348 0.052
H 6.47057 -1.64519 4.56113 0.052
H 2.51906 -2.01583 5.95483 0.050
H 4.11214 -2.58308 6.22293 0.055
H 2.96612 -3.28898 4.88995 0.056
C 1.08941 0.25412 1.59855 -0.021
O 0.47940 0.69494 0.38355 0.012
C -0.03371 -0.25229 -0.37625 -0.612
O 0.05530 -1.44416 -0.33714 0.129
O -0.65319 0.40446 -1.37975 0.003
C -1.21021 -0.42750 -2.38117 -0.051
H 0.35689 -0.07814 2.33836 0.099
H 1.74652 1.02095 1.98977 0.082
H 1.67176 -0.65719 1.46610 0.040
H -0.45444 -1.06151 -2.84150 0.086
H -1.74047 0.08759 -3.18286 0.068
H -2.03255 -0.98496 -1.92723 0.084
C 6.01143 2.45110 7.65458 -0.043
O 4.67327 2.33172 7.20771 0.014
C 4.43061 2.57486 5.93664 -0.624
O 5.23747 2.83234 5.07861 0.126
O 3.12942 2.36556 5.72618 0.003
C 2.57678 2.72590 4.48041 -0.053
H 6.49793 3.34417 7.25694 0.097
H 6.61016 1.60781 7.31386 0.097
H 6.03971 2.56142 8.73360 0.094
H 1.56930 2.32094 4.42352 0.098
H 3.10175 2.39856 3.58129 0.082
H 2.50109 3.80975 4.36386 0.092
C 0.95158 -3.84975 1.91256 -0.028
O 0.56150 -3.54647 3.24733 -0.016
C -0.59311 -2.95302 3.52370 -0.632
O -1.30609 -2.40203 2.73696 0.135
O -0.81603 -3.15601 4.80888 0.006
C -1.89314 -2.41772 5.38447 -0.030
H 0.26073 -4.54839 1.43947 0.089
H 1.90134 -4.37626 1.97783 0.097
H 1.05552 -2.90066 1.39048 0.067
H -2.82445 -2.74291 4.92261 0.098
H -1.72365 -1.34451 5.33191 0.098
H -1.94807 -2.69592 6.43494 0.092
C 0.16036 4.39271 0.13167 -0.043
O -1.15080 4.26063 -0.37098 0.016
C -2.16210 4.00012 0.45288 -0.627
O -2.04138 3.78183 1.63253 0.120
O -3.27499 3.98776 -0.24235 0.014
C -4.48690 3.65087 0.44748 -0.012
H 0.36833 5.21851 0.81061 0.096
H 0.70503 4.61031 -0.79196 0.107
H 0.60737 3.46398 0.48784 0.081
H -4.54884 3.95783 1.48737 0.095
H -4.62178 2.56960 0.44636 0.077
H -5.24563 4.11064 -0.17933 0.102
C -2.99062 0.44565 1.94749 -0.033
O -4.31373 -0.02080 1.88754 0.001
C -5.26127 0.71124 2.43475 -0.637
O -5.14349 1.77851 2.97221 0.135
O -6.42510 0.08201 2.30930 -0.036
C -7.58487 0.64330 2.87407 -0.048
H -2.34830 -0.23757 1.39290 0.084
H -2.62462 0.60561 2.96218 0.109
H -2.79217 1.40055 1.44632 0.081
H -7.64580 1.72318 2.72305 0.098
H -7.62221 0.44543 3.94527 0.100
H -8.45661 0.23858 2.36443 0.093
C 3.59087 -2.01061 -0.42821 -0.051
O 4.66107 -1.32276 -1.01085 0.006
C 4.68041 -1.00249 -2.30150 -0.628
O 3.86782 -1.25895 -3.13749 0.127
O 5.78362 -0.27963 -2.46318 -0.002
C 6.16381 0.12610 -3.78106 -0.020
H 3.07379 -1.43821 0.34688 0.057
H 3.93931 -2.89044 0.11624 0.099
H 2.81410 -2.30319 -1.13908 0.098
H 6.22593 1.21349 -3.66478 0.097
H 5.45655 -0.15747 -4.55258 0.090
H 7.19689 -0.14791 -3.98864 0.092
C 3.17830 1.75544 -1.05854 -0.018
O 3.00920 2.44383 0.15490 -0.005
C 3.50800 3.65825 0.34577 -0.621
O 4.20015 4.26602 -0.42325 0.139
O 3.17082 4.10054 1.54131 -0.009
C 3.47677 5.41030 1.94395 -0.041
H 2.45011 1.96342 -1.84195 0.113
H 3.17350 0.69364 -0.81328 0.081
H 4.17740 1.93361 -1.46762 0.102
H 4.29376 5.88398 1.39927 0.099
H 3.76727 5.40132 2.99239 0.089
H 2.61645 6.07216 1.83441 0.094
C -0.62993 -4.49575 -1.59705 -0.028
O -0.10329 -5.21391 -2.70319 0.014
C -0.35860 -4.73246 -3.91802 -0.622
O -0.76491 -3.63347 -4.16801 0.124
O 0.01106 -5.65342 -4.78722 0.018
C -0.08354 -5.35793 -6.16119 -0.046
H 0.03505 -4.74031 -0.77516 0.078
H -1.67134 -4.71897 -1.36367 0.104
H -0.58744 -3.41558 -1.74434 0.067
H -1.06391 -5.51848 -6.60844 0.100
H 0.56071 -6.06316 -6.69151 0.094
H 0.33856 -4.37541 -6.37180 0.089
```



C5H20KO5 as an isolated structure in a non-equilibrium geometry. Source: the OMol25 dataset; level of theory: ωB97M-V/def2-TZVPD.

## Properties
highest occupied orbital energy = -0.474 Eh
net charge = +1
LUMO energy = -3.695 eV

```
31
Properties=species:S:1:pos:R:3:lowdin_charge:R:1
K 20.88026 25.06046 -13.02350 0.904
C 18.73492 22.67767 -9.26315 -0.203
O 19.86153 22.53557 -10.00791 -0.117
H 17.96256 21.94796 -9.50621 0.090
H 18.99315 22.61987 -8.20576 0.084
H 18.43584 23.72254 -9.34619 0.082
H 20.13739 21.62651 -9.86967 0.088
C 25.73219 23.54544 -13.14703 -0.152
O 25.04684 24.47863 -12.34912 -0.151
H 25.39107 22.52111 -12.99704 0.083
H 25.45086 23.89945 -14.13881 0.079
H 26.76809 23.67089 -12.83194 0.088
H 25.37395 25.33191 -12.64323 0.069
C 16.17138 25.29298 -14.67352 -0.119
O 17.14047 24.18924 -14.81034 -0.155
H 16.50373 26.24087 -14.25024 0.070
H 15.80479 25.55593 -15.66577 0.078
H 15.39539 24.90424 -14.01411 0.079
H 16.61113 23.47055 -15.16372 0.067
C 20.03017 28.48570 -9.43202 -0.180
O 19.43737 27.95729 -10.55242 -0.132
H 20.83418 29.16206 -9.72220 0.083
H 19.25504 28.98017 -8.84655 0.087
H 20.51273 27.70123 -8.84906 0.084
H 19.30847 28.60112 -11.25275 0.080
C 25.04360 29.57805 -13.08367 -0.167
O 24.04355 28.63527 -12.78524 -0.128
H 24.88475 30.58795 -12.70553 0.080
H 26.02664 29.22846 -12.76822 0.083
H 25.08705 29.65683 -14.16995 0.078
H 23.32597 28.79613 -13.40233 0.065
```



One molecule with the formula C4H12N2O in a non-equilibrium geometry. Source: the OMol25 dataset; level of theory: ωB97M-V/def2-TZVPD.

## Properties
SMILES = CNCCNCO
highest occupied orbital energy = -0.319 Eh
net charge = 0
LUMO energy = 1.039 eV

```
19
Properties=species:S:1:pos:R:3:lowdin_charge:R:1
C -0.79365 -2.67679 -1.29009 -0.163
N -0.17171 -1.52891 -0.59354 -0.106
C -1.16030 -1.11455 0.46325 -0.244
C -0.57263 0.09039 1.21726 -0.250
N -0.14752 1.25263 0.48638 -0.059
C 1.25337 1.59319 0.47673 -0.298
O 1.60464 2.50001 -0.57022 -0.054
H -1.81648 -2.45599 -1.62937 0.070
H -0.79575 -3.47499 -0.54193 0.072
H -0.27949 -3.03115 -2.22511 0.085
H -0.29239 -0.80418 -1.29663 0.086
H -1.39712 -1.89731 1.18480 0.110
H -2.14747 -0.78277 0.12001 0.106
H -1.18021 0.28440 2.11046 0.114
H 0.35030 -0.37206 1.58870 0.109
H -0.77673 2.03703 0.51008 0.114
H 1.59531 1.98252 1.44007 0.122
H 1.80229 0.69306 0.21251 0.114
H 1.71624 1.95706 -1.35117 0.074
```



C24H39As3N2O2S3V as an isolated structure. Source: the OMol25 dataset; level of theory: ωB97M-V/def2-TZVPD.

## Properties
highest occupied orbital energy (alpha / beta) = -0.027 / -0.043 Eh
net charge = -2
spin multiplicity = 4
LUMO energy (alpha / beta) = 4.290 / 4.290 eV

```
74
Properties=species:S:1:pos:R:3:lowdin_charge:R:1
V -0.63852 1.74130 2.03777 0.445
C -3.10554 -1.38400 0.16860 -0.036
C -2.01561 -0.79283 1.04890 -0.500
O -1.90235 0.47791 0.99425 -0.209
C -1.28071 -1.66093 1.84268 -0.095
C -0.30359 -1.27257 2.80615 -0.361
C 0.28016 -2.36390 3.66853 -0.067
N 0.07765 -0.02646 2.97837 -0.056
N 0.97471 0.17204 4.04388 0.044
C 1.10547 1.45029 4.28873 -0.496
O 0.53800 2.42136 3.68536 -0.164
C 2.00510 1.79109 5.44777 -0.135
C 2.82322 0.84120 6.05296 -0.045
C 3.64574 1.19133 7.11613 -0.115
C 3.65809 2.49780 7.59026 -0.133
C 2.84491 3.44841 6.98901 -0.105
C 2.02811 3.09864 5.92056 -0.024
H -3.18674 -0.78664 -0.74202 0.054
H -2.91541 -2.42780 -0.08692 0.060
H -4.06640 -1.32760 0.68843 0.079
H -1.50688 -2.71662 1.77187 0.080
H -0.05679 -3.34182 3.32569 0.058
H 1.37068 -2.31466 3.65545 0.062
H -0.01731 -2.21934 4.71005 0.071
H 2.79403 -0.17283 5.67653 0.097
H 4.28357 0.44408 7.57510 0.085
H 4.30222 2.77191 8.41831 0.083
H 2.85109 4.47072 7.34973 0.089
H 1.39932 3.82410 5.42055 0.115
C 1.57576 -2.92912 -0.02497 -0.344
As 1.18705 -1.08350 -0.62573 1.140
C 3.05546 -0.74371 -1.17959 -0.345
C 0.45538 -1.75337 -2.36380 -0.363
C 0.12459 -0.82376 -3.54689 -0.673
C 1.38452 -0.06468 -3.98187 -0.097
C -0.98764 0.18069 -3.22225 -0.373
As -0.52180 1.58797 -1.87196 1.080
C -2.34745 2.28143 -1.77901 -0.304
C 0.14535 2.98190 -3.09810 -0.334
C -0.26607 -1.70149 -4.76202 -0.398
As -1.92332 -2.76782 -4.96708 1.096
C -3.24967 -1.34302 -5.24130 -0.360
C -2.50739 -3.28927 -3.16701 -0.367
H 2.16721 -3.47800 -0.76216 0.009
H 0.63304 -3.44756 0.15300 0.006
H 2.12026 -2.88280 0.91901 0.009
H 3.37831 -1.42237 -1.97258 0.012
H 3.68128 -0.89656 -0.29873 0.012
H 3.17832 0.28819 -1.50463 0.005
H -0.45031 -2.28077 -2.05760 0.036
H 1.16286 -2.51806 -2.70841 0.067
H 1.75358 0.57599 -3.18212 0.035
H 1.16752 0.57400 -4.84257 0.083
H 2.18506 -0.75865 -4.25696 0.081
H -1.84736 -0.34689 -2.79673 0.039
H -1.33181 0.66766 -4.14304 0.068
H -2.74621 2.43468 -2.78550 0.021
H -2.34032 3.22469 -1.23354 -0.022
H -2.96141 1.57167 -1.22581 0.005
H -0.35312 2.93984 -4.07083 0.012
H 1.22373 2.89946 -3.23125 0.003
H -0.06834 3.93346 -2.60827 -0.001
H 0.53972 -2.41768 -4.95187 0.049
H -0.31158 -1.06101 -5.65158 0.058
H -2.95654 -0.75050 -6.10852 0.011
H -3.34476 -0.68697 -4.37912 0.006
H -4.21188 -1.81037 -5.45412 0.003
H -1.82263 -4.02538 -2.74797 0.013
H -3.48567 -3.75904 -3.28307 0.011
H -2.59891 -2.44912 -2.48198 -0.014
S -1.47199 5.82537 -0.13250 0.262
C -1.11528 4.44834 0.77378 -1.850
S -2.25108 3.66958 1.81952 0.378
S 0.36735 3.57238 0.59505 0.354
```



One molecule with the formula C7H13N2O4P in a non-equilibrium geometry. Source: the OMol25 dataset; level of theory: ωB97M-V/def2-TZVPD.

## Properties
highest occupied orbital energy (alpha / beta) = -0.141 / -0.291 Eh
net charge = 0
spin multiplicity = 3
LUMO energy (alpha / beta) = 0.116 / -3.183 eV

```
27
Properties=species:S:1:pos:R:3:lowdin_charge:R:1
C 1.33843 0.22037 -1.98195 -0.053
C 1.56910 0.41148 -0.66835 -0.025
C -0.02281 -1.26508 -0.79167 -0.233
C -1.56168 -1.18722 -0.60564 -0.446
C 0.61819 1.62723 2.63515 -0.063
C 1.00355 -0.76650 1.43526 -0.129
C 1.52493 0.51896 2.09858 -0.554
N 0.32449 -0.76668 -2.21573 0.083
N 0.64582 -0.32337 0.10140 -0.118
O -1.31197 1.33264 -1.18506 -0.251
O -2.31366 -1.38442 -1.73005 -0.011
O 2.74008 0.77503 1.97179 -0.116
O -3.32045 0.76359 -0.06400 -0.222
P -1.71247 0.48274 0.15175 0.941
H 1.76794 0.77525 -2.76330 0.114
H 2.33478 0.92160 -0.20779 0.100
H 0.25957 -2.25816 -0.72638 0.139
H -1.81047 -2.03814 0.19393 0.174
H 1.25246 2.53311 2.40053 0.097
H 0.12918 1.55634 3.55124 0.033
H -0.20810 1.75077 1.89990 0.001
H 0.16063 -1.37382 1.89498 0.130
H 1.95636 -1.37993 1.50897 0.148
H 0.62836 -1.50559 -2.77197 0.108
H -1.99173 -0.76586 -2.34252 0.061
H -0.26630 1.24466 -1.22377 0.075
H -3.73422 0.10100 -0.56530 0.018
```



no.,total energy (a.u.)
1,-383.2581
2,-4961.8285
3,-1178.3238
4,-344.3044
5,-10043.8797
6,-1026.1453